Record 1
This record from the OMol25 dataset describes C27H64NOSi7TeV as an isolated structure in a non-equilibrium geometry. The level of theory is ωB97M-V/def2-TZVPD.

The geometry in ORCA input format:
```
! wB97M-V def2-TZVPD RIJCOSX def2/J DEFGRID3
* xyz 1 2
V -1.65 0.54 0.59
C -4.63 0.21 1.75
Si -3.69 -1.42 1.63
C -4.95 -2.79 1.48
C -2.82 -1.66 3.27
C -2.45 -1.30 0.18
Si -1.51 -2.90 -0.10
C -0.85 -3.61 1.50
C -2.65 -4.13 -0.93
C -0.04 -2.72 -1.22
Si -3.32 -0.71 -1.39
C -5.04 -1.37 -1.66
C -2.45 -0.91 -3.02
C -3.52 1.21 -1.19
C -4.54 1.93 -1.79
C -4.60 3.30 -1.65
C -3.62 3.96 -0.91
C -2.63 3.21 -0.32
N -2.60 1.87 -0.45
H -5.20 0.21 2.69
H -5.34 0.35 0.93
H -3.99 1.11 1.79
H -5.70 -2.65 2.26
H -4.48 -3.76 1.66
H -5.46 -2.83 0.52
H -3.26 -0.99 4.02
H -1.76 -1.45 3.22
H -2.94 -2.68 3.63
H -1.63 -3.97 2.17
H -0.25 -2.87 2.04
H -0.20 -4.45 1.25
H -3.63 -4.20 -0.44
H -2.20 -5.13 -0.91
H -2.82 -3.86 -1.98
H 0.78 -2.21 -0.70
H -0.25 -2.16 -2.14
H 0.30 -3.72 -1.50
H -4.99 -2.47 -1.72
H -5.43 -1.01 -2.61
H -5.74 -1.11 -0.87
H -2.14 -1.95 -3.19
H -1.57 -0.27 -3.13
H -3.16 -0.65 -3.81
H -5.29 1.40 -2.38
H -5.40 3.87 -2.11
H -3.62 5.03 -0.79
H -1.83 3.66 0.25
C -0.24 0.57 4.35
C -0.57 1.54 3.24
C 0.66 2.31 2.81
C -1.70 2.47 3.64
O -1.04 0.77 2.09
H 0.32 1.09 5.13
H 0.38 -0.25 3.98
H -1.14 0.14 4.80
H 0.94 3.02 3.59
H 0.49 2.85 1.88
H 1.49 1.62 2.65
H -1.41 3.04 4.52
H -2.60 1.90 3.87
H -1.93 3.17 2.83
C 3.98 2.07 2.03
Si 3.85 0.40 1.20
C 2.96 -0.86 2.25
C 5.61 -0.17 0.89
Si 2.82 0.52 -0.88
Te 0.28 0.87 -0.95
Si 3.37 2.49 -2.03
C 2.71 3.95 -1.06
C 2.57 2.42 -3.72
C 5.22 2.66 -2.20
Si 3.41 -1.33 -2.20
C 3.60 -2.90 -1.20
C 5.11 -0.93 -2.89
C 2.21 -1.52 -3.63
H 4.14 1.96 3.10
H 3.11 2.71 1.88
H 4.85 2.60 1.62
H 3.38 -0.89 3.27
H 3.08 -1.86 1.81
H 1.89 -0.66 2.32
H 6.22 0.02 1.78
H 6.06 0.39 0.06
H 5.67 -1.23 0.65
H 1.66 3.80 -0.81
H 2.80 4.87 -1.63
H 3.27 4.07 -0.12
H 1.49 2.32 -3.63
H 2.94 1.56 -4.29
H 2.79 3.33 -4.29
H 5.70 2.78 -1.22
H 5.45 3.55 -2.80
H 5.67 1.80 -2.69
H 4.62 -2.96 -0.81
H 3.43 -3.77 -1.83
H 2.91 -2.96 -0.35
H 5.77 -0.51 -2.13
H 5.05 -0.21 -3.72
H 5.57 -1.84 -3.27
H 1.39 -0.80 -3.58
H 1.77 -2.52 -3.65
H 2.73 -1.37 -4.58
*
```

Calculated values
HOMO level (spin up / spin down) = -10.11 / -10.27 eV
E_LUMO (spin up / spin down) = -0.1270 / -0.1265 hartree
energy relative to the best compared isomer or geometry (same formula, charge and spin) = 14.89 kcal per mole
orbital gap (spin up / spin down) = 6.6 / 6.8 eV

Record 2
This record from the OMol25 dataset describes a 17-piece molecular cluster, C27H66FN18O38 overall in a non-equilibrium geometry. The level of theory is ωB97M-V/def2-TZVPD.

The geometry in ORCA input format:
```
! wB97M-V def2-TZVPD RIJCOSX def2/J DEFGRID3
* xyz 1 1
C -5.59 -3.62 5.24
C -6.43 -2.47 5.79
O -5.98 -1.98 7.07
C -4.66 -1.80 7.28
O -4.01 -2.55 7.96
C -4.08 -0.53 6.68
C -2.85 -0.83 5.79
C -3.13 -1.13 4.31
N -2.65 -0.05 3.37
C -2.51 -0.52 1.92
O -3.60 -0.03 1.20
C -4.30 -1.02 0.45
C -5.61 -1.38 1.07
O -3.83 -1.42 -0.54
C -3.39 1.28 3.37
O -2.79 2.23 3.06
N -4.70 1.15 3.87
C -5.84 1.47 3.09
O -6.92 1.33 3.46
F -5.51 1.96 1.89
H -4.83 -3.30 4.51
H -6.25 -4.32 4.70
H -5.11 -4.20 6.03
H -6.52 -1.63 5.08
H -7.44 -2.82 5.99
H -4.86 0.03 6.17
H -3.75 0.07 7.54
H -2.12 0.00 5.87
H -2.35 -1.70 6.22
H -4.19 -1.31 4.10
H -2.56 -2.02 4.00
H -1.70 0.22 3.66
H -2.45 -1.61 1.91
H -1.55 -0.12 1.55
H -5.50 -1.60 2.14
H -6.00 -2.27 0.56
H -6.33 -0.56 0.96
H -4.76 1.78 4.69
C -0.12 -0.32 -0.92
N 0.73 -0.03 0.25
O 0.42 -0.48 1.35
O 1.71 0.66 0.06
H -0.93 -0.97 -0.60
H -0.51 0.63 -1.25
H 0.50 -0.82 -1.65
C 1.14 -1.97 -5.06
N 0.65 -2.89 -3.99
O 0.17 -3.95 -4.30
O 0.80 -2.51 -2.84
H 1.00 -2.45 -6.02
H 0.59 -1.04 -4.99
H 2.19 -1.80 -4.86
C 1.87 -5.87 -8.00
N 1.95 -4.42 -7.67
O 2.98 -3.99 -7.16
O 0.98 -3.73 -7.89
H 2.81 -6.33 -7.72
H 1.04 -6.27 -7.43
H 1.67 -5.95 -9.06
C 3.18 1.17 -7.89
N 2.51 0.85 -6.61
O 3.17 0.80 -5.59
O 1.31 0.65 -6.65
H 4.24 1.32 -7.69
H 3.01 0.33 -8.56
H 2.72 2.06 -8.28
C -4.30 2.37 -0.99
N -3.29 2.34 -2.09
O -3.53 2.92 -3.12
O -2.26 1.73 -1.84
H -5.15 2.96 -1.31
H -4.59 1.35 -0.77
H -3.81 2.82 -0.14
C 0.78 3.69 -0.19
N 1.10 5.09 0.23
O 2.25 5.34 0.53
O 0.18 5.88 0.26
H 1.69 3.11 -0.17
H 0.04 3.32 0.52
H 0.35 3.75 -1.18
C 5.38 -4.07 -5.08
N 6.73 -4.66 -5.25
O 7.70 -3.98 -4.95
O 6.80 -5.78 -5.71
H 5.49 -3.07 -4.69
H 4.91 -4.05 -6.06
H 4.82 -4.71 -4.40
C -6.90 -6.38 8.97
N -6.10 -6.72 7.76
O -6.41 -6.21 6.69
O -5.19 -7.50 7.91
H -7.67 -5.68 8.68
H -7.31 -7.30 9.35
H -6.21 -5.96 9.70
C 6.27 -2.25 -0.83
N 5.27 -2.19 -1.93
O 4.64 -3.20 -2.20
O 5.13 -1.13 -2.50
H 6.27 -3.26 -0.43
H 7.23 -1.99 -1.27
H 5.98 -1.52 -0.09
C 3.95 6.37 3.00
N 4.69 6.70 4.25
O 4.28 6.21 5.29
O 5.65 7.42 4.15
H 3.13 5.72 3.27
H 3.60 7.30 2.56
H 4.64 5.89 2.32
C 4.13 -0.17 2.21
N 5.47 -0.77 2.49
O 6.08 -1.24 1.54
O 5.84 -0.77 3.64
H 3.93 -0.25 1.15
H 3.40 -0.72 2.80
H 4.17 0.87 2.54
C -0.85 1.91 -10.11
N 0.37 1.16 -10.51
O 1.45 1.70 -10.33
O 0.21 0.06 -10.99
H -0.55 2.87 -9.70
H -1.46 2.02 -11.00
H -1.36 1.30 -9.37
C 7.66 -3.19 -8.46
N 6.59 -3.08 -9.49
O 5.94 -4.07 -9.76
O 6.44 -1.98 -10.00
H 7.67 -4.21 -8.10
H 8.60 -2.92 -8.92
H 7.40 -2.49 -7.66
C -3.90 -3.41 11.06
N -4.21 -4.49 12.03
O -4.85 -5.45 11.62
O -3.81 -4.35 13.16
H -4.31 -3.69 10.10
H -4.34 -2.50 11.44
H -2.82 -3.31 11.01
C 2.95 8.18 -1.32
N 4.35 7.78 -1.00
O 5.04 7.34 -1.89
O 4.70 7.93 0.15
H 2.77 7.99 -2.37
H 2.30 7.57 -0.68
H 2.84 9.23 -1.08
C -0.30 9.15 1.16
N 0.89 9.96 0.78
O 1.80 10.06 1.58
O 0.88 10.46 -0.33
H -0.13 8.77 2.17
H -1.16 9.81 1.11
H -0.39 8.34 0.44
*
```

Calculated values
HOMO level = -12.09 eV
E_LUMO = -0.1668 hartree
orbital gap = 7.6 eV

Record 3
This record from the OMol25 dataset describes a 5-piece molecular cluster, C27H66N2O17P5 overall in a non-equilibrium geometry. The level of theory is ωB97M-V/def2-TZVPD.

The geometry in ORCA input format:
```
! wB97M-V def2-TZVPD RIJCOSX def2/J DEFGRID3
* xyz 1 1
O -11.66 1.21 -2.64
P -10.92 1.85 -3.85
C -9.93 3.40 -3.30
N -8.51 3.44 -3.55
C -8.13 4.76 -3.03
C -9.42 5.45 -2.47
N -10.55 4.53 -2.65
H -11.91 2.36 -4.78
H -10.02 0.91 -4.45
H -7.90 2.72 -3.97
H -7.08 5.21 -3.04
H -9.48 6.49 -2.00
H -11.53 4.69 -2.37
O -0.86 4.39 -2.25
P -1.83 4.70 -3.40
O -1.88 6.34 -3.12
C -0.69 7.09 -2.90
C -0.25 7.79 -4.18
O -3.21 4.29 -2.59
C -3.18 3.27 -1.60
C -3.09 3.89 -0.22
O -2.88 5.02 -4.72
C -2.35 5.55 -5.92
C -1.19 4.75 -6.46
H 0.12 6.47 -2.52
H -0.92 7.84 -2.14
H 0.05 7.05 -4.93
H 0.59 8.45 -3.98
H -1.07 8.37 -4.60
H -2.37 2.57 -1.78
H -4.12 2.70 -1.68
H -2.25 4.58 -0.13
H -2.99 3.11 0.55
H -4.00 4.47 0.00
H -2.08 6.60 -5.78
H -3.16 5.54 -6.66
H -0.36 4.71 -5.75
H -0.83 5.18 -7.40
H -1.49 3.71 -6.66
O -0.67 0.36 -0.12
P 0.76 -0.18 0.02
O 0.51 -1.03 1.43
C -0.63 -1.87 1.59
C -0.27 -3.32 1.33
O 1.41 1.19 0.68
C 0.88 2.47 0.35
C -0.06 2.93 1.45
O 2.37 -0.78 0.06
C 2.63 -2.11 -0.35
C 2.07 -2.43 -1.72
H -1.46 -1.57 0.95
H -0.96 -1.76 2.63
H -0.01 -3.46 0.27
H -1.11 -3.97 1.56
H 0.59 -3.62 1.93
H 0.38 2.45 -0.62
H 1.72 3.16 0.28
H -0.84 2.19 1.66
H -0.55 3.87 1.17
H 0.48 3.08 2.38
H 2.27 -2.80 0.41
H 3.72 -2.22 -0.37
H 0.98 -2.31 -1.74
H 2.31 -3.46 -1.99
H 2.49 -1.76 -2.47
O -1.17 -4.94 7.60
P -2.27 -4.63 6.57
O -2.75 -6.20 6.33
C -2.99 -7.08 7.42
C -4.46 -7.15 7.75
O -1.26 -4.50 5.26
C 0.08 -4.04 5.43
C 1.03 -5.23 5.47
O -3.50 -4.18 5.47
C -4.85 -4.14 5.90
C -5.04 -3.31 7.16
H -2.42 -6.78 8.31
H -2.63 -8.07 7.13
H -4.82 -6.19 8.13
H -4.65 -7.91 8.52
H -5.05 -7.40 6.86
H 0.18 -3.42 6.32
H 0.32 -3.41 4.57
H 0.73 -5.96 6.22
H 2.05 -4.90 5.68
H 1.02 -5.75 4.51
H -5.22 -5.15 6.03
H -5.43 -3.69 5.09
H -4.46 -3.70 7.99
H -6.09 -3.29 7.45
H -4.71 -2.28 6.99
O 10.01 -0.28 -1.70
P 8.70 -0.88 -2.22
O 8.84 -2.34 -1.43
C 9.20 -2.40 -0.06
C 7.98 -2.57 0.82
O 9.28 -1.35 -3.69
C 10.33 -0.63 -4.32
C 11.66 -1.32 -4.08
O 7.19 -1.45 -2.80
C 6.06 -1.43 -1.95
C 5.81 -0.08 -1.32
H 9.77 -1.53 0.26
H 9.85 -3.27 0.06
H 7.35 -1.67 0.78
H 8.26 -2.73 1.86
H 7.37 -3.42 0.48
H 10.35 0.41 -3.98
H 10.12 -0.60 -5.39
H 11.84 -1.50 -3.02
H 12.48 -0.73 -4.48
H 11.66 -2.30 -4.56
H 6.15 -2.22 -1.20
H 5.19 -1.70 -2.57
H 6.66 0.24 -0.71
H 4.92 -0.11 -0.69
H 5.66 0.68 -2.09
*
```

Calculated values
HOMO level = -10.87 eV
E_LUMO = -0.1754 hartree
orbital gap = 6.1 eV

- What is the formula in the second record?
  C27H66FN18O38

- Which formula does entry 2 have?
  C27H66FN18O38